#w
An isolated molecule of C3H6N4S. Source: the OMol25 dataset; level of theory: ωB97M-V/def2-TZVPD.

Each line ends with the Mulliken charge.
Cartesian coordinates (Å):
C 0.146 1.664 -0.999  0.05
C -0.372 -0.083 0.761  0.04
C -0.464 -1.723 2.405  -0.03
H 0.704 -1.597 -1.092  0.26
H 0.723 -0.097 -2.318  0.30
H 0.189 2.283 -0.166  0.35
H 0.007 2.750 -2.560  0.22
H -0.682 0.847 1.321  0.21
H -0.197 -0.931 3.296  0.22
N 0.299 -0.696 -1.527  -0.55
N 0.151 0.349 -0.548  0.19
N 0.152 1.821 -2.287  -0.67
N -0.375 -1.311 1.075  -0.35
S -0.282 -3.275 2.638  -0.24

HOMO	-8.5	eV
gap between HOMO and LUMO	7.88	eV
M	130.2	g/mol
total charge	0

---

#x
An isolated molecule of C3H6N4S. Source: the OMol25 dataset; level of theory: ωB97M-V/def2-TZVPD.

Each line ends with the Mulliken charge.
Cartesian coordinates (Å):
C -1.789 -0.397 0.671  0.02
C 0.317 0.495 0.024  0.00
C 2.962 0.309 0.130  -0.33
H -3.379 0.946 -1.233  0.14
H -1.298 -1.073 1.353  0.41
H 0.854 1.411 -0.258  0.46
H 0.540 -1.340 -0.841  0.21
H 4.100 -0.049 -0.018  0.25
H 2.713 1.005 0.938  0.34
N -3.069 -0.838 0.411  -0.39
N -0.956 0.665 0.232  -0.52
N 0.935 -0.574 -0.461  0.16
N 2.364 -0.654 -0.556  -0.61
S -4.295 0.093 -0.390  -0.14

HOMO	-8.2	eV
gap between HOMO and LUMO	7.72	eV
M	130.2	g/mol
total charge	0

---

It is #x that is the least stable of them.

---

#w
An isolated molecule of C2H6N2S. Source: the OMol25 dataset; level of theory: ωB97M-V/def2-TZVPD.

Each line ends with the Mulliken charge.
Cartesian coordinates (Å):
C -0.706 -1.982 0.417  -0.76
C 0.756 1.463 -0.084  0.11
H -1.479 -2.323 -0.258  0.26
H 0.244 -1.955 -0.082  0.27
H -0.642 -2.651 1.297  0.29
H -0.785 0.635 -1.114  0.29
H 1.204 1.367 0.871  0.36
H 1.836 2.840 -0.807  0.24
N -0.359 0.655 -0.198  -0.37
N 1.020 2.238 -1.040  -0.66
S -1.091 -0.287 0.996  -0.05

HOMO	-8.8	eV
gap between HOMO and LUMO	9.73	eV
M	90.2	g/mol
total charge	0

---

#x
A structure of composition C2H6N2S. Source: the OMol25 dataset; level of theory: ωB97M-V/def2-TZVPD.

Each line ends with the Mulliken charge.
Cartesian coordinates (Å):
C 1.507 1.226 0.789  -0.75
C -0.429 -0.689 -0.192  0.52
H 2.166 0.007 0.385  0.18
H 1.021 0.892 1.984  0.29
H 2.133 2.350 0.454  0.29
H -1.616 -2.190 -0.862  0.28
H -2.544 -0.861 -0.990  0.25
H 1.182 -1.379 0.918  0.22
N -1.552 -1.183 -1.008  -0.52
N 0.451 -1.638 0.051  -0.70
S -0.069 1.107 0.077  -0.07

HOMO	-8.8	eV
gap between HOMO and LUMO	9.37	eV
M	90.2	g/mol
total charge	0

---

#y
An isolated molecule of C2H6N2S. Source: the OMol25 dataset; level of theory: ωB97M-V/def2-TZVPD.

Each line ends with the Mulliken charge.
Cartesian coordinates (Å):
C 0.451 1.193 -0.117  -0.81
C 0.917 -0.190 0.079  0.22
H 0.093 1.651 0.916  0.27
H 1.396 1.798 -0.127  0.32
H -0.589 1.619 -0.784  0.27
H 0.193 -2.207 0.064  0.23
H -1.859 -1.108 -0.735  0.27
H -1.729 -0.594 0.951  0.28
N -0.052 -1.205 -0.047  -0.18
N -1.357 -0.445 -0.122  -0.52
S 2.536 -0.511 -0.079  -0.36

HOMO	-8.2	eV
gap between HOMO and LUMO	8.73	eV
M	90.2	g/mol
total charge	0

---

It is #x that is the least stable of them.